Entry 1:
The following is a quantum chemistry calculation of C57H82FI2N7O5S2 as an isolated structure at a distorted geometry, from the Open Molecules 2025 dataset.

The geometry in XYZ format:
```
156
Properties=species:S:1:pos:R:3:forces:R:3
C 4.490 8.584 -3.185 0.969 1.427 0.235
C 3.833 7.600 -3.236 -0.782 -1.325 -0.332
C 3.008 6.404 -3.323 -0.189 -0.302 0.399
C 3.100 5.529 -2.052 -0.227 0.123 -0.634
C 1.942 4.520 -2.067 0.772 0.436 -0.097
C 1.692 3.764 -0.746 -0.719 0.006 0.909
S 0.343 4.806 -0.024 -0.377 1.978 -1.493
O -0.904 4.574 -0.682 0.137 -0.711 0.559
O 0.785 6.162 -0.021 0.360 -0.460 0.283
F 0.230 4.411 1.477 0.230 -0.402 0.124
C 2.796 3.844 0.348 -0.358 -0.965 -0.426
O 3.333 4.784 0.805 0.203 0.786 0.407
O 3.033 2.574 0.772 0.473 -0.066 -0.530
C 2.805 1.699 -0.383 0.232 -0.018 1.472
S 4.150 2.177 -1.548 -0.194 0.000 -0.604
C 2.984 0.263 0.138 -0.168 -0.302 0.287
I 2.984 0.099 2.255 0.018 0.087 -0.270
C 3.125 -0.838 -0.613 0.015 0.593 -0.056
C 3.128 -0.889 -2.123 0.167 -0.694 -0.070
I 3.384 -2.743 0.223 -0.063 0.039 -0.073
C 1.391 2.208 -0.802 -0.628 0.024 -0.884
C 0.282 1.850 0.219 0.824 -0.979 0.515
C -0.122 0.356 0.322 -0.433 0.181 -0.021
C -1.633 0.170 0.103 -0.117 0.114 0.702
C -2.421 0.433 1.410 -0.055 0.140 -0.292
C 0.932 1.695 -2.169 0.290 0.707 -0.344
C -0.358 2.307 -2.692 -0.302 -0.277 -0.777
C -0.753 1.683 -4.053 -0.077 -0.197 0.510
C -1.917 0.704 -3.911 -0.113 0.187 -0.508
C -3.214 1.347 -3.442 -0.205 -0.434 0.326
C -4.321 0.298 -3.224 0.535 0.935 0.337
C -5.455 0.863 -2.379 -0.695 -0.410 -0.307
C -6.355 1.885 -3.116 0.471 0.262 0.644
C -6.406 3.255 -2.411 -0.231 0.083 0.073
C -7.748 3.518 -1.706 0.475 -0.090 -0.281
C -7.640 4.608 -0.630 -0.493 -0.015 -0.186
C -8.195 4.195 0.748 0.521 0.357 -0.174
O -8.041 2.829 1.053 -0.493 0.025 0.039
C -6.730 2.517 1.467 -0.555 -0.374 -0.215
H 5.073 9.470 -3.090 -0.035 -0.074 -0.058
H 3.287 5.797 -4.187 0.035 0.111 -0.137
H 1.969 6.706 -3.468 -0.025 0.079 -0.044
H 3.064 6.171 -1.181 0.039 -0.059 0.150
H 4.050 5.001 -2.101 0.152 0.041 0.375
H 2.127 3.816 -2.874 -0.076 -0.185 0.044
H 1.055 5.084 -2.346 -0.216 -0.159 -0.002
H 4.939 1.107 -1.431 -0.033 -0.050 0.293
H 3.287 -1.916 -2.441 -0.027 -0.007 -0.059
H 2.189 -0.575 -2.558 -0.089 0.157 0.012
H 3.929 -0.310 -2.567 -0.005 0.188 0.012
H -0.615 2.399 -0.040 0.061 0.240 0.065
H 0.635 2.156 1.201 -0.192 0.157 0.081
H 0.075 0.028 1.339 0.191 -0.168 0.044
H 0.462 -0.298 -0.319 -0.010 0.061 -0.187
H -1.849 -0.844 -0.229 0.012 -0.023 -0.259
H -2.010 0.880 -0.631 0.104 -0.214 -0.337
H -3.275 1.087 1.243 -0.101 -0.067 -0.031
H -2.794 -0.491 1.848 0.056 -0.052 0.148
H -1.809 0.947 2.149 0.085 -0.056 0.049
H 0.794 0.619 -2.142 -0.022 -0.082 0.222
H 1.718 1.882 -2.903 0.036 -0.160 -0.057
H -1.184 2.111 -2.015 0.131 0.235 0.191
H -0.296 3.382 -2.822 0.128 0.085 0.259
H 0.099 1.139 -4.464 0.092 0.127 -0.193
H -1.037 2.465 -4.757 0.062 0.028 -0.107
H -1.644 -0.117 -3.243 0.032 -0.009 0.139
H -2.112 0.254 -4.889 0.064 -0.148 -0.005
H -3.069 1.846 -2.481 0.053 0.149 -0.034
H -3.542 2.109 -4.152 0.024 0.086 -0.053
H -3.863 -0.519 -2.664 -0.057 -0.320 -0.223
H -4.672 -0.033 -4.200 -0.131 -0.370 0.059
H -6.084 0.031 -2.050 0.013 -0.053 0.046
H -5.055 1.302 -1.464 0.154 0.059 0.040
H -5.988 2.001 -4.134 -0.160 -0.046 -0.151
H -7.367 1.487 -3.130 -0.098 -0.016 -0.378
H -6.188 4.070 -3.104 -0.026 0.039 -0.066
H -5.634 3.313 -1.641 0.207 -0.091 -0.045
H -8.074 2.571 -1.278 -0.088 0.033 0.233
H -8.486 3.788 -2.461 -0.126 0.004 0.020
H -6.616 4.971 -0.550 0.176 -0.148 0.027
H -8.229 5.467 -0.957 0.072 0.166 0.107
H -9.241 4.485 0.812 -0.186 -0.440 0.073
H -7.667 4.787 1.507 -0.166 0.123 0.149
H -6.005 2.745 0.681 0.193 0.179 0.101
H -6.465 3.022 2.399 -0.935 -0.393 -1.055
H -6.694 1.443 1.640 -0.044 -0.098 0.054
N 5.081 -5.893 1.782 0.079 0.002 -0.010
C 5.162 -6.971 2.618 -0.085 -0.018 0.028
C 6.444 -7.450 2.562 0.001 0.008 0.020
C 7.164 -6.621 1.656 0.065 -0.069 -0.019
C 6.294 -5.671 1.193 -0.053 0.003 -0.037
H 4.256 -5.345 1.625 -0.018 -0.020 0.068
H 4.304 -7.303 3.177 -0.012 -0.017 -0.020
H 6.827 -8.298 3.107 0.010 -0.015 -0.019
H 8.202 -6.712 1.379 0.017 0.042 0.031
H 6.435 -4.860 0.499 0.018 0.005 0.001
N -4.625 -3.066 1.413 0.001 0.009 0.023
C -5.978 -3.112 1.606 0.021 0.020 -0.042
C -6.218 -3.893 2.704 0.004 -0.006 0.022
C -4.958 -4.334 3.195 -0.019 0.000 0.014
C -3.996 -3.806 2.378 0.024 0.020 -0.045
H -4.163 -2.566 0.676 -0.002 0.021 -0.011
H -6.651 -2.588 0.950 -0.014 -0.004 0.001
H -7.188 -4.123 3.112 -0.006 0.000 0.004
H -4.781 -4.965 4.049 0.001 -0.002 0.007
H -2.923 -3.892 2.400 0.004 -0.012 0.009
N 5.229 -7.235 6.313 -0.012 -0.037 0.008
C 5.512 -5.985 6.790 -0.002 0.004 -0.048
C 4.963 -5.879 8.039 -0.010 -0.007 0.015
C 4.325 -7.116 8.328 -0.001 0.016 0.012
C 4.508 -7.932 7.244 0.005 -0.001 -0.045
H 5.508 -7.584 5.414 0.051 0.048 -0.016
H 6.077 -5.283 6.201 0.001 0.007 0.000
H 5.013 -5.012 8.677 0.003 0.003 0.006
H 3.794 -7.376 9.228 -0.001 -0.002 0.006
H 4.189 -8.942 7.056 -0.007 -0.006 0.014
N 8.315 -8.561 -1.112 -0.027 0.024 0.006
C 9.612 -8.846 -0.780 -0.042 0.001 0.031
C 10.289 -9.131 -1.935 -0.013 -0.092 0.024
C 9.365 -9.015 -3.007 -0.004 -0.005 -0.007
C 8.157 -8.661 -2.466 -0.013 0.009 0.032
H 7.592 -8.316 -0.458 0.005 0.043 0.008
H 9.941 -8.818 0.245 0.012 -0.019 0.002
H 11.332 -9.391 -2.006 0.012 0.016 -0.016
H 9.565 -9.170 -4.053 0.010 0.011 -0.006
H 7.203 -8.471 -2.928 -0.002 -0.011 -0.013
N 13.222 -5.375 -4.102 -0.022 0.000 0.027
C 11.909 -5.364 -3.712 0.043 0.012 -0.029
C 11.791 -6.170 -2.612 0.018 0.101 0.007
C 13.085 -6.683 -2.325 -0.008 -0.004 0.008
C 13.945 -6.175 -3.261 0.008 0.005 -0.030
H 13.595 -4.875 -4.886 0.006 0.006 -0.009
H 11.175 -4.789 -4.249 -0.015 -0.009 0.000
H 10.881 -6.372 -2.073 -0.016 -0.041 -0.013
H 13.352 -7.351 -1.522 -0.001 -0.002 0.007
H 15.003 -6.313 -3.399 0.004 -0.012 0.008
N -13.058 6.916 1.824 0.037 -0.008 0.001
C -12.156 7.870 2.208 -0.038 0.003 -0.017
C -11.095 7.232 2.793 0.019 -0.015 -0.010
C -11.369 5.837 2.759 0.053 -0.008 -0.002
C -12.586 5.675 2.154 -0.040 0.014 -0.020
H -13.933 7.098 1.371 -0.010 0.002 -0.008
H -12.345 8.915 2.033 0.009 0.009 0.011
H -10.221 7.711 3.201 0.002 0.005 0.009
H -10.743 5.045 3.135 -0.005 -0.010 0.008
H -13.153 4.787 1.931 0.006 -0.013 0.012
N -4.906 4.486 2.489 0.478 0.290 0.226
C -4.765 3.379 3.282 0.705 0.264 0.523
C -3.434 3.058 3.316 -0.017 0.103 0.090
C -2.744 4.010 2.515 -0.166 -0.054 -0.028
C -3.682 4.875 2.018 -0.029 0.013 0.036
H -5.775 4.942 2.283 0.041 0.050 -0.020
H -5.617 2.919 3.753 0.436 0.044 0.351
H -3.002 2.233 3.858 -0.021 0.016 0.025
H -1.691 4.056 2.317 -0.040 -0.055 0.061
H -3.582 5.732 1.374 0.019 -0.006 -0.019
```
Positions in Å, forces in eV/Å.

Computed properties:
E_LUMO = -0.65 eV
HOMO energy = -8.167 eV
orbital gap = 0.276 hartree

Löwdin atomic charge list, values in e, 4 entries: number 1, C, carries 0.11; number 2, C, carries -0.15; number 3, C, carries -0.20; number 4, C, carries -0.18



Entry 2:
The following is a quantum chemistry calculation of C57H83N3O3P3SSiTi as an isolated structure at a distorted geometry, from the Open Molecules 2025 dataset.

The geometry in XYZ format:
```
152
Properties=species:S:1:pos:R:3:forces:R:3
Ti 0.595 0.826 -0.128 -0.423 0.632 -0.819
C -3.739 0.424 -5.100 0.030 0.007 -0.032
C -2.444 0.252 -4.308 0.051 0.072 -0.046
C -1.444 -0.598 -5.088 0.082 -0.011 0.060
P -2.519 -0.272 -2.504 0.027 -0.181 -0.089
C -4.294 0.019 -2.004 -0.153 0.123 -0.032
C -5.425 -0.828 -2.587 -0.063 0.001 0.023
C -4.357 -0.083 -0.483 -0.075 -0.095 0.028
C -2.435 -2.110 -2.484 -0.111 0.119 -0.104
C -3.278 -2.926 -3.241 0.001 -0.106 -0.040
C -3.298 -4.302 -3.072 0.090 0.036 0.088
C -2.471 -4.863 -2.106 -0.042 0.072 -0.053
C -1.590 -4.061 -1.392 0.007 -0.113 -0.020
C -1.510 -2.673 -1.583 0.076 0.090 0.043
Si 0.100 -1.671 -1.012 0.037 0.030 0.032
C 0.840 -3.112 0.092 -0.063 -0.015 -0.142
C 1.711 -4.038 -0.494 -0.002 -0.077 0.044
C 2.042 -5.247 0.106 -0.021 0.041 0.015
C 1.462 -5.588 1.317 -0.001 0.068 -0.026
C 0.624 -4.673 1.940 0.071 -0.050 0.019
C 0.344 -3.425 1.378 -0.108 0.021 0.163
P -0.524 -2.110 2.340 0.043 -0.134 -0.094
C -2.302 -2.275 1.833 -0.059 -0.007 0.065
C -2.932 -3.663 1.752 -0.027 0.003 0.022
C -3.131 -1.303 2.678 -0.040 0.003 -0.011
C -0.458 -2.607 4.149 0.040 -0.066 0.040
C -1.370 -3.681 4.751 0.010 0.012 0.003
C 0.993 -2.817 4.603 0.026 -0.115 -0.080
C 1.092 -1.943 -2.640 0.137 -0.046 0.080
C 0.744 -2.945 -3.562 -0.006 -0.047 -0.019
C 1.584 -3.309 -4.602 0.016 0.028 0.009
C 2.829 -2.701 -4.708 -0.026 -0.006 0.033
C 3.171 -1.702 -3.808 -0.007 -0.018 0.011
C 2.309 -1.260 -2.793 -0.029 -0.031 0.003
P 2.588 0.534 -1.688 -0.081 0.069 0.063
C 4.233 -0.149 -1.152 0.014 0.005 -0.006
C 5.335 0.838 -0.795 0.032 -0.022 -0.013
C 3.980 -1.159 -0.038 0.026 -0.032 -0.032
C 2.805 1.345 -3.377 -0.112 -0.044 -0.036
C 3.385 2.752 -3.410 -0.011 0.025 -0.029
C 1.521 1.297 -4.215 0.041 -0.068 0.000
H -3.522 0.916 -6.056 0.015 -0.008 0.003
H -4.469 1.038 -4.573 0.022 0.012 0.002
H -4.198 -0.540 -5.332 0.014 -0.003 -0.005
H -2.000 1.252 -4.211 -0.088 -0.099 0.008
H -1.855 -1.580 -5.330 -0.028 -0.043 0.019
H -0.523 -0.761 -4.524 -0.121 -0.011 -0.035
H -1.179 -0.100 -6.027 -0.010 -0.015 -0.006
H -4.446 1.071 -2.275 0.029 -0.128 0.035
H -5.313 -1.880 -2.311 -0.051 0.089 0.033
H -5.505 -0.767 -3.672 0.001 -0.024 0.055
H -6.376 -0.482 -2.167 -0.019 0.016 -0.007
H -3.594 0.524 -0.005 0.086 0.074 0.050
H -5.338 0.240 -0.118 -0.011 -0.020 0.004
H -4.213 -1.124 -0.172 0.014 0.003 0.025
H -3.940 -2.471 -3.971 0.072 -0.053 0.012
H -3.957 -4.922 -3.670 0.002 -0.007 0.003
H -2.483 -5.933 -1.925 -0.007 0.001 -0.014
H -0.919 -4.555 -0.701 0.017 0.047 0.004
H 2.133 -3.822 -1.467 -0.007 0.018 -0.071
H 2.725 -5.927 -0.390 0.000 0.000 0.000
H 1.665 -6.546 1.784 0.000 0.002 -0.001
H 0.181 -4.941 2.887 0.011 0.012 0.068
H -2.271 -1.871 0.815 -0.008 0.039 0.009
H -3.154 -4.072 2.739 0.011 0.011 0.010
H -2.285 -4.366 1.229 0.006 0.002 0.019
H -3.874 -3.610 1.196 0.000 0.001 -0.002
H -3.171 -1.617 3.725 -0.004 0.002 -0.009
H -4.159 -1.253 2.308 0.006 -0.003 -0.013
H -2.711 -0.295 2.640 -0.021 -0.037 -0.020
H -0.764 -1.653 4.597 -0.048 0.039 -0.013
H -1.224 -4.664 4.301 0.006 -0.002 -0.006
H -2.425 -3.428 4.653 -0.006 0.002 -0.019
H -1.154 -3.775 5.821 0.004 -0.009 -0.001
H 1.087 -2.597 5.670 -0.013 -0.057 -0.067
H 1.322 -3.845 4.443 -0.045 -0.060 -0.039
H 1.687 -2.162 4.071 -0.163 -0.278 0.126
H -0.202 -3.466 -3.468 0.028 0.022 -0.015
H 1.278 -4.074 -5.309 0.007 -0.006 0.006
H 3.523 -2.996 -5.491 -0.003 0.001 -0.002
H 4.154 -1.246 -3.926 -0.007 0.019 -0.031
H 4.574 -0.709 -2.023 0.023 0.027 -0.019
H 5.104 1.418 0.092 -0.007 0.016 0.015
H 5.533 1.537 -1.610 -0.012 -0.011 -0.002
H 6.261 0.285 -0.598 0.000 0.004 -0.004
H 3.374 -0.718 0.749 -0.013 0.017 -0.013
H 4.918 -1.515 0.402 0.002 0.006 -0.005
H 3.428 -2.020 -0.412 0.002 0.002 -0.010
H 3.533 0.687 -3.856 0.030 0.045 -0.005
H 2.655 3.496 -3.086 0.004 -0.002 -0.006
H 4.266 2.861 -2.782 0.001 -0.010 0.016
H 3.664 2.992 -4.443 -0.001 0.009 0.007
H 0.671 1.690 -3.656 0.043 -0.003 -0.038
H 1.275 0.280 -4.521 0.058 0.096 0.048
H 1.649 1.902 -5.120 0.011 -0.025 -0.018
C -2.637 4.830 2.360 0.021 0.027 -0.005
C -3.066 3.438 2.816 -0.016 -0.062 0.007
N -2.011 2.655 3.434 0.030 0.053 -0.014
C -1.724 2.889 4.838 -0.048 -0.022 -0.007
C -0.594 3.881 5.105 0.025 0.008 0.018
C -1.107 1.913 2.687 -0.017 -0.067 0.048
S -1.431 1.809 0.980 0.111 -0.001 -0.131
N -0.139 1.374 3.375 -0.024 0.035 0.034
C 0.910 0.688 2.889 -0.052 -0.137 -0.254
O 1.121 0.504 1.582 0.522 -0.020 0.650
C 1.856 0.189 3.847 -0.024 0.300 0.062
C 3.110 -0.341 3.485 0.087 0.060 -0.019
C 4.017 -0.764 4.438 -0.050 -0.019 -0.043
C 3.717 -0.697 5.796 -0.027 -0.028 0.015
C 2.472 -0.192 6.175 -0.018 0.099 -0.053
C 1.563 0.244 5.233 0.106 0.173 0.068
H -3.428 5.292 1.763 0.005 0.001 0.014
H -1.743 4.753 1.738 -0.026 -0.005 -0.011
H -2.418 5.487 3.205 0.005 -0.018 0.000
H -3.443 2.889 1.955 -0.011 -0.024 0.015
H -3.884 3.510 3.539 0.003 0.023 0.001
H -1.471 1.935 5.302 -0.002 -0.021 -0.003
H -2.652 3.245 5.296 0.008 0.003 0.007
H 0.313 3.552 4.600 -0.017 -0.006 0.013
H -0.388 3.935 6.178 -0.004 0.012 -0.010
H -0.848 4.883 4.755 0.000 -0.008 -0.012
H 3.367 -0.409 2.444 0.005 0.015 -0.007
H 4.975 -1.156 4.113 -0.007 -0.004 0.003
H 4.429 -1.034 6.540 -0.005 -0.003 -0.005
H 2.208 -0.139 7.227 -0.001 -0.008 0.001
H 0.605 0.641 5.538 -0.006 0.004 0.001
O -4.268 4.056 -2.759 0.008 -0.009 0.009
C -3.088 3.850 -2.534 -0.007 -0.060 0.022
C -1.998 4.913 -2.729 0.018 -0.008 0.047
C -0.722 4.098 -2.627 -0.061 0.019 -0.051
C -1.235 2.779 -2.058 0.149 -0.057 -0.014
O -0.413 1.902 -1.696 -0.034 -0.204 0.348
N -2.555 2.669 -2.067 0.046 0.210 0.010
H -2.090 5.629 -1.908 -0.004 0.019 -0.026
H -2.148 5.451 -3.664 -0.003 -0.026 -0.014
H 0.058 4.510 -1.990 -0.001 0.013 0.039
H -0.277 3.886 -3.603 0.031 0.025 0.000
C 3.320 2.644 1.651 -0.011 -0.019 0.023
C 2.810 3.184 0.308 -0.062 -0.108 0.161
C 1.676 4.171 0.643 0.006 -0.021 0.036
C 3.927 4.032 -0.329 0.011 0.018 0.027
C 2.276 2.105 -0.670 0.088 -0.095 -0.099
H 3.953 3.392 2.144 0.000 0.003 -0.008
H 3.901 1.730 1.549 0.003 -0.031 0.003
H 2.495 2.424 2.326 0.013 -0.009 -0.018
H 1.992 4.877 1.421 0.003 0.009 -0.016
H 0.787 3.644 0.999 0.012 0.003 0.012
H 1.394 4.751 -0.240 -0.026 -0.006 -0.030
H 4.234 4.822 0.367 0.005 0.007 -0.013
H 3.576 4.512 -1.245 -0.008 -0.016 0.000
H 4.807 3.438 -0.575 -0.018 0.006 0.009
H 1.711 2.650 -1.432 0.036 0.088 -0.041
```
Positions in Å, forces in eV/Å.

Computed properties:
E_LUMO (spin up / spin down) = 4.21 / 4.20 eV
HOMO energy (spin up / spin down) = -0.584 / -1.227 eV
expectation value of S² = 0.777
total charge = -2
energy relative to the best compared isomer or geometry (same formula, charge and spin) = 0.588 eV
multiplicity = 2
orbital gap (spin up / spin down) = 0.176 / 0.200 hartree

Löwdin atomic charge list, values in e, 4 entries: number 1, Ti, carries 0.57; number 2, C, carries -0.13; number 3, C, carries -0.53; number 4, C, carries -0.12